# 1
{
  "formula": "C20H55N5O5",
  "method": "ωB97M-V/def2-TZVPD",
  "species": ["O", "O", "O", "O", "O", "N", "N", "N", "N", "N", "C", "C", "C", "C", "C", "C", "C", "C", "C", "C", "C", "C", "C", "C", "C", "C", "C", "C", "C", "C", "H", "H", "H", "H", "H", "H", "H", "H", "H", "H", "H", "H", "H", "H", "H", "H", "H", "H", "H", "H", "H", "H", "H", "H", "H", "H", "H", "H", "H", "H", "H", "H", "H", "H", "H", "H", "H", "H", "H", "H", "H", "H", "H", "H", "H", "H", "H", "H", "H", "H", "H", "H", "H", "H", "H"],
  "coordinates": [[0.4820, -3.4541, -2.0058], [1.3161, 1.5628, -5.0844], [-2.5128, -2.8682, 5.1783], [0.4982, -1.0296, 1.2782], [1.2243, 1.5377, 3.7081], [0.2875, 1.6945, 0.7174], [-0.1403, 2.0002, -7.8101], [1.5231, 4.8355, 5.3296], [-3.8870, -1.7052, 2.8190], [-2.1939, -2.9270, -3.2586], [0.9026, 2.8251, -7.1482], [-2.2634, -3.1899, 6.5226], [1.8225, 2.5687, 4.4425], [1.0962, -2.2480, 1.6522], [0.7662, 4.2401, -7.7103], [0.3082, 0.7337, -0.3833], [-3.0532, -4.4375, -1.5326], [1.0281, 3.8644, 4.3516], [1.0611, 1.2889, -1.5840], [1.9177, 0.3213, 3.7053], [1.7143, -4.0117, -2.3491], [1.0105, -0.5534, 0.0379], [2.7186, 1.5964, -5.0359], [1.0983, 4.4931, 2.9782], [-1.8860, -3.5545, -1.9449], [-2.6614, -1.4718, 4.9824], [-2.6012, 0.3200, 3.2170], [0.7668, 2.7621, -5.6247], [-2.7053, -1.1620, 3.5069], [-0.6000, -4.3618, -2.0291], [-1.7458, -2.7206, -1.2582], [-1.8014, -0.9282, 5.3923], [-2.8369, -4.7565, -0.5015], [-0.6998, 0.4540, -0.6952], [-0.2828, 2.7618, -5.3277], [1.1344, 4.1943, -8.7371], [0.4818, -2.6814, 2.4413], [-2.6970, 0.5501, 2.1597], [-3.3754, 0.8722, 3.7655], [-1.6935, 0.7456, 3.6568], [3.1484, 2.4607, -4.5190], [1.9706, 2.2936, 5.5000], [-3.6729, -1.6406, 1.8256], [-3.5712, -1.1403, 5.5009], [2.0665, 1.6599, -1.3905], [1.9412, -4.8993, -1.7391], [2.5248, -3.3148, -2.1352], [1.3498, 4.9982, -7.1910], [1.2414, 1.7331, 1.0757], [3.0495, 0.7531, -4.4195], [1.1755, -0.4493, 3.5175], [1.1784, -2.9805, 0.8428], [1.8216, 2.3557, -7.4958], [-1.9620, -3.5861, -3.9919], [2.1183, 4.6889, 2.6262], [-3.1919, -3.5257, 7.0030], [1.2276, 3.6372, -5.1456], [0.6835, 3.8262, 2.2184], [2.8074, 0.2902, 3.0742], [-0.5319, -5.0052, -2.9174], [-1.5465, -3.9980, 6.6909], [2.2096, 0.0069, 4.7253], [1.5445, 4.4619, 6.2712], [-0.1848, 1.2639, 1.5090], [1.7653, -4.2961, -3.4060], [1.0689, 0.6369, -2.4589], [0.9119, -1.3159, -0.7473], [0.5883, 5.4554, 2.9752], [-1.7796, -1.6218, 3.1189], [2.4731, 5.0982, 5.0918], [2.8557, 2.7552, 4.0885], [-0.1496, 1.0806, -7.3695], [3.1822, 1.4356, -6.0123], [-1.0612, 2.3526, -7.5500], [-3.9481, -2.7109, 2.9613], [2.1076, -2.0521, 2.0324], [2.0978, -0.4248, 0.1851], [-3.9720, -3.8624, -1.4478], [-0.2862, 4.5181, -7.7564], [-1.8716, -2.3401, 7.0902], [-1.6536, -2.0870, -3.4169], [0.4473, 2.1338, -1.9199], [-0.0037, 3.5835, 4.5849], [-3.1849, -5.3373, -2.1283], [-0.5065, -5.0523, -1.1727]],
  "atomic_forces_ev_per_a": [[0.0, 0.5, -0.1], [-0.1, 0.5, 0.0], [0.7, -0.1, -0.2], [-0.5, -0.3, -0.7], [-0.3, 0.2, -0.2], [0.0, -0.1, 0.1], [-0.2, -0.3, 0.4], [-0.1, 0.0, 0.0], [0.3, -0.3, -0.1], [-0.1, -0.1, 0.4], [-1.2, -0.2, -0.2], [-0.4, -0.2, 0.9], [1.1, 0.1, 0.1], [0.1, 0.1, 0.3], [0.4, -0.5, -0.5], [1.3, -0.9, 0.3], [0.4, 0.3, 1.5], [0.4, -0.2, 0.2], [-1.2, 0.9, -0.6], [-0.5, -0.8, 1.6], [0.5, -0.6, 0.2], [0.3, -0.5, 0.2], [0.6, -1.0, 0.5], [0.0, -0.1, -0.6], [-0.3, 0.0, -1.8], [-0.4, 0.1, 0.0], [-0.3, 0.6, 1.3], [0.4, 0.0, 0.1], [0.5, -0.5, -0.6], [0.5, -0.2, 0.8], [0.0, -0.2, 0.3], [0.0, -0.1, 0.2], [-0.1, -0.2, -0.2], [-0.2, 0.3, 0.1], [-0.1, 0.0, -0.2], [-0.2, 0.2, 0.0], [0.1, 0.0, 0.1], [0.2, 0.0, -0.1], [-0.3, -0.2, -0.3], [0.3, -0.2, -0.5], [-0.3, 0.4, -0.3], [-0.4, -0.2, 0.0], [-0.3, 0.2, 0.0], [0.0, 0.2, -0.1], [0.0, -0.2, 0.3], [-0.2, -0.1, -0.1], [-0.2, 0.3, -0.1], [-0.1, -0.1, 0.2], [0.0, 0.3, -0.1], [-0.2, -0.1, -0.1], [0.2, 0.1, -0.9], [-0.2, 0.2, -0.2], [0.4, 0.3, 0.4], [-0.1, 0.1, -0.1], [0.1, -0.1, 0.4], [0.0, 0.2, 0.0], [0.2, -0.1, 0.0], [-0.3, 0.1, 0.1], [-0.2, 0.1, -0.3], [-0.3, 0.2, -0.2], [0.1, 0.0, -0.7], [0.4, 0.6, 0.0], [-0.1, -0.1, 0.0], [-0.2, 0.1, -0.1], [-0.1, 0.0, 0.0], [0.1, -0.3, 0.2], [-0.2, 0.0, 0.1], [-0.2, -0.1, -0.1], [-0.1, 0.0, -0.1], [0.0, 0.0, 0.0], [-0.1, 0.0, -0.2], [0.3, 0.0, -0.2], [0.0, 0.4, -0.1], [0.1, 0.3, -0.2], [0.0, 0.1, 0.4], [0.0, -0.2, 0.0], [0.0, 0.4, -0.2], [-0.1, 0.0, -0.4], [0.0, 0.2, 0.2], [-0.1, 0.1, -0.1], [0.2, -0.1, 0.1], [0.4, 0.2, 0.0], [-0.1, 0.3, 0.0], [0.0, 0.1, -0.3], [0.0, 0.1, 0.0]],
  "e_tot_ev": -39316.9863,
  "homo_lumo_gap_ev": 9.75,
  "charge": 0,
  "spin_multiplicity": 1,
  "e_above_lowest_kcal_mol": 14.2,
  "homo_energy_ha": -0.33616,
  "smiles": "COC[C@H](C)N.COC[C@H](C)N.COC[C@H](C)N.COC[C@H](C)N.COC[C@H](C)N"
}


# 2
{
  "formula": "C16H15FNO2",
  "method": "ωB97M-V/def2-TZVPD",
  "species": ["F", "O", "O", "N", "C", "C", "C", "C", "C", "C", "C", "C", "C", "C", "C", "C", "C", "C", "C", "C", "H", "H", "H", "H", "H", "H", "H", "H", "H", "H", "H", "H", "H", "H", "H"],
  "coordinates": [[-0.7725, -2.4709, -0.2704], [1.5619, 1.3385, -1.2708], [1.0929, 0.7666, 1.1102], [-0.8697, -1.2589, 0.3276], [-0.8995, 1.4635, 3.6812], [-1.9032, 0.9101, -0.6281], [-2.2281, 1.0457, 3.6002], [-0.5954, -0.1124, -0.6222], [-2.8370, 1.9858, -0.7235], [2.1660, -1.2582, -3.2984], [-1.3748, 2.5702, 5.7755], [1.9321, -1.9799, -5.5919], [0.7532, 0.7162, -0.1947], [2.9664, -2.8974, -5.4094], [3.5956, -3.0007, -4.1685], [3.1941, -2.1822, -3.1132], [-2.7022, 2.1477, 5.6973], [1.5331, -1.1588, -4.5376], [-3.1278, 1.3844, 4.6106], [-0.4730, 2.2236, 4.7697], [1.8572, -0.6168, -2.4776], [0.5629, 2.5470, 4.8340], [0.7293, -0.4415, -4.6812], [-3.4040, 2.4135, 6.4835], [-0.4730, -0.4881, -1.7240], [-4.1618, 1.0538, 4.5507], [3.2815, -3.5324, -6.2329], [-1.7660, -1.1465, 0.8525], [-3.3550, 3.0453, -0.8883], [-2.5613, 0.4557, 2.7509], [-1.0438, 3.1681, 6.6202], [-0.1972, 1.1965, 2.8958], [3.6835, -2.2640, -2.1457], [1.4370, -1.9042, -6.5568], [4.3984, -3.7191, -4.0247]],
  "atomic_forces_ev_per_a": [[-0.5, -1.2, -1.0], [-4.9, -3.7, 5.1], [-2.2, -0.5, -6.4], [0.3, 3.5, 1.2], [0.0, 0.0, 0.0], [-5.4, 8.1, -1.0], [0.1, 0.1, 0.3], [-1.4, 0.7, -0.6], [7.2, -6.8, 0.3], [-0.1, -0.1, 0.0], [-0.1, -0.1, -0.1], [0.1, 0.0, 0.1], [5.0, 3.0, 0.9], [0.0, 0.1, 0.1], [-0.1, 0.1, 0.0], [-0.1, 0.0, -0.3], [0.1, 0.0, -0.1], [0.2, -0.2, 0.0], [0.1, 0.0, 0.0], [-0.3, 0.0, 0.1], [0.1, 0.2, -0.1], [-0.2, -0.1, -0.1], [0.1, -0.1, 0.1], [0.1, 0.0, -0.1], [-0.3, 0.6, 2.1], [0.1, 0.1, 0.0], [0.0, 0.1, 0.1], [0.8, -0.6, -1.2], [1.3, -3.2, 0.6], [0.1, 0.1, 0.1], [0.0, -0.1, -0.1], [0.0, 0.0, 0.0], [-0.1, 0.1, -0.1], [0.1, 0.0, 0.1], [-0.1, 0.1, 0.0]],
  "e_tot_ev": -25130.9582,
  "homo_lumo_gap_ev": 8.06,
  "charge": -1,
  "spin_multiplicity": 1,
  "e_above_lowest_kcal_mol": 108.2,
  "homo_energy_ha": -0.18173
}